DFT (ωB97M-V/def2-TZVPD) results for a molecular structure, C22H23ClMnN2OPS.

Summary:
- spin multiplicity = 5
- HOMO level (alpha / beta) (eV) = -14.66 / -14.65
- E_LUMO (alpha / beta) (eV) = -7.6 / -9.0
- energy (Eh) = -3386.95859
- charge = +2
- molar mass (g mol⁻¹) = 484.871
- Kohn-Sham gap (alpha / beta) (eV) = 7.02 / 5.62
- F_max (eV/Å) = 7.733

Positions of all 52 atoms, in Å:
Mn (-0.10, -0.61, 0.15)
Cl (1.68, -2.07, 0.85)
C (1.21, 0.75, 0.12)
O (1.89, 1.70, 0.25)
P (-0.03, -0.15, -2.36)
C (-1.60, -0.45, -3.24)
C (0.41, 1.52, -2.82)
C (1.25, -1.20, -3.12)
C (1.59, 1.80, -3.51)
C (1.87, 3.10, -3.92)
C (0.96, 4.13, -3.71)
C (-0.24, 3.84, -3.04)
C (-0.51, 2.56, -2.60)
H (2.31, 1.01, -3.72)
H (2.82, 3.31, -4.42)
H (1.17, 5.15, -4.06)
H (-0.96, 4.64, -2.86)
H (-1.45, 2.35, -2.07)
C (-2.63, -1.28, -2.72)
C (-3.79, -1.46, -3.48)
C (-3.96, -0.84, -4.71)
C (-2.94, 0.00, -5.22)
C (-1.77, 0.18, -4.48)
H (-2.49, -1.76, -1.75)
H (-4.57, -2.12, -3.08)
H (-4.88, -0.99, -5.29)
H (-3.06, 0.49, -6.18)
H (-0.99, 0.85, -4.87)
C (0.93, -2.04, -4.18)
C (1.95, -2.82, -4.72)
C (3.23, -2.81, -4.16)
C (3.51, -2.01, -3.06)
C (2.51, -1.20, -2.51)
H (-0.08, -2.06, -4.58)
H (1.73, -3.44, -5.59)
H (4.02, -3.44, -4.59)
H (4.50, -1.99, -2.61)
H (2.70, -0.61, -1.61)
H (-0.01, -1.52, -1.35)
H (-1.73, -0.98, 0.94)
S (-1.39, 0.32, 1.68)
C (-0.19, 0.74, 2.99)
N (1.03, 0.20, 3.11)
C (1.73, 0.69, 4.29)
C (0.77, 1.69, 4.89)
N (-0.38, 1.61, 4.00)
H (1.39, -0.54, 2.50)
H (2.68, 1.13, 4.01)
H (1.93, -0.15, 4.97)
H (1.19, 2.70, 4.90)
H (0.49, 1.44, 5.91)
H (-1.22, 2.19, 4.11)